No. 1
Density functional theory data (wB97M-V/def2-TZVPD) for a structure of composition C18H23N5O4STi.

Structure (XYZ):
```
52
Properties=species:S:1:pos:R:3
Ti 0.221 -0.227 0.875
C -3.872 0.130 -0.737
C -2.430 -0.115 -0.482
N -1.882 -0.088 0.691
N -2.673 0.230 1.754
C -2.093 0.025 2.902
N -2.736 0.315 4.028
S -0.497 -0.714 3.048
C -1.486 -0.364 -1.580
C -1.864 -0.522 -2.899
C -0.882 -0.717 -3.862
C 0.449 -0.745 -3.479
C 0.754 -0.593 -2.139
N -0.189 -0.411 -1.209
H -4.352 0.522 0.151
H -4.365 -0.804 -1.018
H -3.995 0.830 -1.564
H -3.674 0.681 3.986
H -2.313 0.158 4.927
H -2.908 -0.491 -3.174
H -1.157 -0.840 -4.901
H 1.241 -0.879 -4.201
H 1.780 -0.604 -1.798
C 0.463 4.481 0.889
C 0.926 3.488 -0.175
C 1.914 4.107 -1.147
O -0.191 2.908 -0.863
C 1.558 2.290 0.525
O 2.742 2.024 0.514
O 0.692 1.490 1.160
H -0.005 5.335 0.398
H 1.309 4.852 1.466
H -0.259 4.020 1.562
H 1.460 4.977 -1.621
H 2.194 3.393 -1.920
H 2.813 4.429 -0.624
H -0.760 3.630 -1.153
O 2.241 -0.450 0.686
C 2.985 -1.666 0.751
C 1.967 -2.768 0.761
C 2.323 -4.105 0.733
C 1.323 -5.060 0.758
C -0.005 -4.650 0.814
C -0.282 -3.304 0.848
N 0.688 -2.370 0.816
H 2.758 0.418 0.753
H 3.588 -1.686 1.661
H 3.650 -1.752 -0.110
H 3.368 -4.384 0.696
H 1.573 -6.113 0.740
H -0.812 -5.368 0.842
H -1.299 -2.942 0.921
```

Summary:
Charge: +2
2S+1: 1
Highest occupied orbital energy in Ha: -0.5357
Calculated total energy in eV: -68620.3976


No. 2
Density functional theory data (wB97M-V/def2-TZVPD) for a structure of composition C18H23N8O6Te4V at a distorted geometry.

Structure (XYZ):
```
60
Properties=species:S:1:pos:R:3
V 0.322 -1.100 -0.513
O -3.443 -2.507 -1.560
C -2.218 -1.968 -1.405
O -1.282 -2.622 -0.896
C -1.900 -0.881 -2.398
C -2.609 -0.423 -3.496
C -2.060 0.639 -4.211
C -0.856 1.227 -3.836
C -0.216 0.726 -2.711
N -0.772 -0.273 -2.055
C 1.034 1.299 -2.029
O 1.651 2.181 -2.613
O 1.275 0.795 -0.874
H -3.463 -3.290 -0.991
H -3.546 -0.876 -3.786
H -2.593 1.019 -5.074
H -0.426 2.058 -4.377
Te -0.260 -1.286 2.284
Te -1.553 -0.753 4.530
Te -4.308 0.474 2.095
Te -2.275 0.049 0.488
N 0.616 1.945 3.974
C 1.608 2.233 2.882
C 2.860 1.350 2.876
N 3.457 1.272 1.565
H 0.010 2.758 4.088
H 1.073 1.777 4.870
H -0.098 1.152 3.897
H 1.894 3.275 3.042
H 1.069 2.154 1.944
H 2.627 0.343 3.225
H 3.598 1.769 3.570
H 3.576 2.184 1.144
H 2.885 0.731 0.929
C 4.008 -2.378 -3.248
N 3.769 -2.407 -1.815
C 4.799 -2.579 -0.919
C 4.591 -2.568 0.400
C 3.235 -2.348 0.916
O 2.998 -2.326 2.115
N 2.244 -2.208 -0.031
C 2.493 -2.207 -1.346
O 1.533 -1.996 -2.130
H 4.869 -3.003 -3.478
H 4.193 -1.360 -3.597
H 3.131 -2.762 -3.760
H 5.774 -2.720 -1.368
H 5.395 -2.706 1.106
N -1.152 5.766 -0.288
C -1.476 4.959 0.786
C -0.795 3.753 1.011
N -1.070 2.992 2.048
C -2.035 3.400 2.880
C -2.694 4.594 2.657
N -2.418 5.383 1.618
H -0.730 5.302 -1.075
H -1.869 6.431 -0.528
H -0.028 3.403 0.324
H -2.321 2.728 3.683
H -3.487 4.921 3.319
```

Summary:
Charge: -1
2S+1: 4
Highest occupied orbital energy (spin up / spin down) in Ha: -0.1198 / -0.1206
Calculated total energy in eV: -98110.8786


Here are the calculated energy relative to the best compared isomer or geometry (same formula, charge and spin) numbers, same order: 1.15, 10.20 (kcal/mol).
Here are the calculated M numbers, same order: 453.3, 1008.8 (g mol⁻¹).